# 1
Below is a molecular structure, C4H6OSm, with properties calculated with ωB97M-V/def2-TZVPD.

- Strongest force on any atom: 1.344 eV/A
- 2S+1: 7
- HOMO-LUMO gap (spin up / spin down): 6.285 / 6.499 eV
- Expectation value of S²: 12.008
- HOMO energy (spin up / spin down): -7.33 / -7.55 eV
- Relative energy (zero: lowest compared OMol25 entry of this formula, charge and spin): 0.000 eV

Structure (XYZ):
```
12
Properties=species:S:1:pos:R:3:lowdin_spin:R:1
O -1.725 -1.019 0.709 -0.0163
C 2.268 0.458 1.327 -0.0173
C 2.816 0.251 0.111 -0.0008
H 2.847 1.161 1.949 -0.0004
H 2.442 -0.529 -0.564 0.0003
H 3.707 0.790 -0.244 -0.0004
Sm 0.015 -0.372 2.107 6.0342
C -2.225 -0.863 -0.515 0.0005
C -2.409 0.308 -1.157 0.0001
H -2.650 -1.782 -0.950 -0.0003
H -2.009 1.244 -0.756 0.0004
H -3.077 0.353 -2.017 0.0000
```

# 2
Below is 5 unconnected molecules or ions with the total composition C6H22NO5, with properties calculated with ωB97M-V/def2-TZVPD.

- Strongest force on any atom: 5.769 eV/A
- 2S+1: 1
- HOMO-LUMO gap: 7.839 eV
- HOMO energy: -4.33 eV
- Relative energy (zero: lowest compared OMol25 entry of this formula, charge and spin): 3.136 eV
- Net charge: -1

Structure (XYZ):
```
34
Properties=species:S:1:pos:R:3:nbo_charge:R:1
C 2.073 -0.937 2.383 -0.5957
C 1.116 -0.356 1.382 -0.0794
C -0.269 -0.512 1.914 -0.2441
C -0.774 0.711 2.651 -0.6139
C -1.276 -0.710 0.732 -0.6085
N 1.620 1.022 0.952 -0.6902
C 1.762 0.940 -0.655 0.1277
O 0.599 0.492 -1.156 -0.9891
H 3.137 -0.959 2.108 0.2079
H 1.881 -1.974 2.954 0.1813
H 1.985 -0.326 3.366 0.1829
H 1.251 -1.011 0.524 0.1946
H -0.267 -1.286 2.635 0.1948
H -0.103 1.119 3.466 0.1957
H -0.967 1.681 2.029 0.2194
H -1.756 0.428 3.067 0.1994
H -2.261 -0.663 1.029 0.1847
H -1.275 -1.701 0.288 0.1914
H -1.234 0.033 -0.125 0.2595
H 0.974 1.722 1.090 0.3421
H 1.993 1.933 -1.047 0.1092
H 2.684 0.400 -0.976 0.1045
H 0.958 -1.282 -2.153 0.5029
H -0.311 -0.682 -2.505 0.4889
O 0.359 -1.205 -2.954 -0.9793
H -2.028 -3.036 -2.305 0.4541
H -1.388 -1.763 -2.985 0.4940
O -2.259 -2.266 -2.746 -0.9756
H -0.793 3.129 -0.708 0.4471
H -0.579 1.669 -0.874 0.4931
O -1.237 2.353 -0.727 -0.9893
H -0.961 1.332 -2.760 0.5243
H -1.188 0.548 -4.250 0.4695
O -1.468 1.157 -3.644 -1.0040
```

# 3
Below is 7 unconnected molecules or ions with the total composition C21H42O7, with properties calculated with ωB97M-V/def2-TZVPD.

- SMILES string: CC(C)=O.CC(C)=O.CC(C)=O.CC(C)=O.CC(C)=O.CC(C)=O.CC(C)=O
- Strongest force on any atom: 4.250 eV/A
- 2S+1: 1
- HOMO-LUMO gap: 9.664 eV
- HOMO energy: -9.32 eV
- Relative energy (zero: lowest compared OMol25 entry of this formula, charge and spin): 1.808 eV

Structure (XYZ):
```
70
Properties=species:S:1:pos:R:3:nbo_charge:R:1
C 1.356 -3.987 13.151 -0.7246
C 2.703 -4.635 13.368 0.5869
O 3.270 -4.642 14.429 -0.5457
C 3.378 -5.364 12.246 -0.7247
H 1.601 -3.166 12.477 0.2346
H 1.044 -3.410 14.021 0.2373
H 0.620 -4.741 12.868 0.2381
H 4.102 -4.758 11.701 0.2425
H 2.607 -5.538 11.495 0.2114
H 3.938 -6.264 12.500 0.2443
C -3.893 -5.642 19.677 -0.7283
C -3.266 -4.288 19.428 0.5922
O -3.345 -3.778 18.334 -0.5342
C -2.592 -3.602 20.596 -0.7317
H -3.991 -6.195 18.742 0.2344
H -4.929 -5.526 19.996 0.2416
H -3.318 -6.302 20.327 0.2206
H -1.543 -3.840 20.773 0.2438
H -3.002 -3.886 21.565 0.2222
H -2.713 -2.527 20.466 0.2393
C 11.765 -6.573 11.614 -0.7161
C 10.718 -6.397 10.488 0.5942
O 10.620 -7.267 9.656 -0.5453
C 9.769 -5.221 10.524 -0.7222
H 12.433 -5.718 11.729 0.2284
H 12.274 -7.537 11.620 0.2359
H 11.141 -6.533 12.507 0.2217
H 10.259 -4.248 10.573 0.2343
H 9.163 -5.338 11.422 0.2319
H 9.062 -5.264 9.696 0.2371
C 3.900 2.559 9.176 -0.7134
C 5.049 2.040 8.325 0.5825
O 5.446 0.880 8.429 -0.5469
C 5.763 2.937 7.381 -0.7231
H 4.296 3.203 9.961 0.2355
H 3.336 1.727 9.598 0.2384
H 3.229 3.133 8.538 0.2210
H 6.406 2.363 6.714 0.2453
H 6.489 3.588 7.868 0.2403
H 5.025 3.561 6.876 0.2205
C 9.099 -0.127 16.758 -0.7203
C 8.782 -0.672 15.374 0.5910
O 9.613 -1.372 14.722 -0.5490
C 7.363 -0.367 14.829 -0.7243
H 8.192 0.372 17.096 0.2113
H 9.844 0.669 16.749 0.2433
H 9.403 -0.924 17.437 0.2474
H 6.592 -0.434 15.597 0.2269
H 7.067 -0.894 13.922 0.2410
H 7.294 0.686 14.557 0.2328
C 1.190 -9.225 20.378 -0.7200
C 2.679 -8.854 20.415 0.5903
O 3.357 -9.317 21.352 -0.5554
C 3.262 -7.827 19.425 -0.7094
H 0.764 -8.866 21.315 0.2414
H 1.091 -10.310 20.359 0.2443
H 0.674 -8.741 19.549 0.2108
H 2.645 -6.933 19.512 0.2296
H 3.096 -8.267 18.442 0.2275
H 4.330 -7.627 19.515 0.2410
C -4.843 -8.911 12.193 -0.7202
C -4.419 -9.878 11.050 0.5953
O -3.768 -9.489 10.065 -0.5470
C -4.783 -11.310 11.238 -0.7215
H -5.061 -7.914 11.811 0.2393
H -4.078 -8.835 12.966 0.2375
H -5.723 -9.341 12.673 0.2110
H -5.821 -11.346 11.567 0.2247
H -4.131 -11.733 12.002 0.2390
H -4.588 -11.816 10.292 0.2419
```

# 4
Below is a molecular structure, C5H5NO, with properties calculated with ωB97M-V/def2-TZVPD.

- Strongest force on any atom: 7.459 eV/A
- 2S+1: 3
- HOMO-LUMO gap (spin up / spin down): 6.937 / 8.866 eV
- Expectation value of S²: 2.009
- HOMO energy (spin up / spin down): -6.77 / -11.69 eV
- Relative energy (zero: lowest compared OMol25 entry of this formula, charge and spin): 3.578 eV

Structure (XYZ):
```
12
Properties=species:S:1:pos:R:3:nbo_charge:R:1
C -2.747 -0.477 -0.223 0.2273
C -1.411 0.441 0.056 0.1388
C 1.318 -0.334 0.755 -0.4244
C 1.280 -0.444 -0.720 -0.4480
C 0.553 0.654 -0.108 -0.0219
N -3.736 -1.027 -0.297 -0.3589
O -1.720 1.403 0.696 -0.2929
H 0.704 1.687 -0.356 0.2355
H 0.679 -0.908 1.311 0.2425
H 2.076 0.286 1.153 0.2270
H 2.135 -0.001 -1.063 0.2246
H 0.869 -1.279 -1.203 0.2504
```